C4H8O2 | ωB97M-V with the def2-TZVPD basis set

CARTESIAN COORDINATES (ANGSTROEM)
C  1.961  -0.052  0.410
O  0.736  0.488  0.832
C  -0.175  0.371  -0.215
C  -0.858  -0.993  -0.418
O  -2.148  -0.429  -0.152
C  -1.581  0.854  0.150
H  1.909  -1.149  0.339
H  2.191  0.336  -0.600
H  2.717  0.229  1.145
H  0.315  0.750  -1.132
H  -0.575  -1.759  0.317
H  -0.793  -1.406  -1.432
H  -1.685  1.104  1.214
H  -2.013  1.655  -0.459

Output
Energy above the lowest of the compared OMol25 structures with the same formula, charge and spin ... 243.04 kJ/mol
Structure (SMILES) ... COC1COC1
Orbital gap ... 10.82 eV
Total charge ... 0

Formally, the Löwdin partial charges of the atoms, in units of the elementary charge, are as follows:
1. C -0.105
2. O -0.139
3. C -0.324
4. C -0.130
5. O -0.106
6. C -0.112
7. H 0.092
8. H 0.092
9. H 0.093
10. H 0.146
11. H 0.126
12. H 0.120
13. H 0.128
14. H 0.120

C4H8O2 | ωB97M-V with the def2-TZVPD basis set

CARTESIAN COORDINATES (ANGSTROEM)
C  -2.327  0.358  -0.206
O  -1.137  -0.349  -0.441
C  -0.158  -0.106  0.531
C  1.071  -0.908  0.164
C  2.287  -0.014  -0.320
O  2.191  -0.573  0.943
H  -2.819  0.029  0.725
H  -2.145  1.444  -0.142
H  -2.990  0.153  -1.051
H  -0.529  -0.354  1.547
H  0.126  0.964  0.565
H  1.298  -1.211  -0.875
H  2.007  1.004  -0.544
H  3.125  -0.436  -0.895

Output
Energy above the lowest of the compared OMol25 structures with the same formula, charge and spin ... 461.71 kJ/mol
Structure (SMILES) ... COC[C@H]1CO1
Orbital gap ... 10.01 eV
Total charge ... 0

Formally, the Löwdin partial charges of the atoms, in units of the elementary charge, are as follows:
1. C -0.118
2. O -0.182
3. C -0.217
4. C -0.216
5. C -0.149
6. O -0.026
7. H 0.091
8. H 0.090
9. H 0.090
10. H 0.137
11. H 0.125
12. H 0.142
13. H 0.109
14. H 0.124

C4H8O2 | ωB97M-V with the def2-TZVPD basis set

CARTESIAN COORDINATES (ANGSTROEM)
C  -2.029  0.667  -0.134
O  -1.038  -0.211  -0.628
C  -0.229  -0.637  0.442
C  1.218  -0.854  0.146
C  1.867  0.135  -0.690
O  1.869  0.463  0.666
H  -2.700  0.159  0.578
H  -1.573  1.527  0.380
H  -2.616  1.022  -0.984
H  -0.733  -1.405  1.050
H  0.158  0.229  1.020
H  1.721  -1.722  0.555
H  1.224  0.714  -1.351
H  2.860  -0.087  -1.051

Output
Energy above the lowest of the compared OMol25 structures with the same formula, charge and spin ... 357.06 kJ/mol
Structure (SMILES) ... COC[C@H]1CO1
Orbital gap ... 10.65 eV
Total charge ... 0

Formally, the Löwdin partial charges of the atoms, in units of the elementary charge, are as follows:
1. C -0.110
2. O -0.175
3. C -0.214
4. C -0.148
5. C -0.172
6. O -0.088
7. H 0.089
8. H 0.093
9. H 0.088
10. H 0.138
11. H 0.123
12. H 0.141
13. H 0.122
14. H 0.113

C4H8O2 | ωB97M-V with the def2-TZVPD basis set

CARTESIAN COORDINATES (ANGSTROEM)
O  -1.408  1.210  1.647
C  -0.328  1.127  0.746
C  0.266  -0.229  0.724
C  -0.423  -1.396  -0.926
O  0.951  -1.568  -0.999
C  1.360  -0.376  -0.338
H  -1.717  2.124  1.662
H  0.533  1.750  1.070
H  -0.610  1.511  -0.257
H  -0.595  -1.140  0.288
H  -0.960  -2.342  -1.035
H  -0.823  -0.610  -1.585
H  2.360  -0.507  0.090
H  1.391  0.446  -1.087

Output
Energy above the lowest of the compared OMol25 structures with the same formula, charge and spin ... 562.14 kJ/mol
Orbital gap ... 8.57 eV
Total charge ... 0

Formally, the Löwdin partial charges of the atoms, in units of the elementary charge, are as follows:
1. O -0.061
2. C -0.338
3. C -0.033
4. C -0.103
5. O -0.136
6. C -0.247
7. H 0.086
8. H 0.141
9. H 0.124
10. H 0.093
11. H 0.119
12. H 0.113
13. H 0.122
14. H 0.120

C4H8O2 | ωB97M-V with the def2-TZVPD basis set

CARTESIAN COORDINATES (ANGSTROEM)
C  1.990  0.939  0.820
C  1.076  -0.082  0.182
O  -0.270  0.009  0.739
C  -1.098  -0.795  0.011
C  -2.311  -0.272  -0.749
O  -0.748  -1.879  -0.373
H  1.568  1.945  0.746
H  2.177  0.710  1.872
H  2.956  0.940  0.299
H  0.959  0.119  -0.889
H  1.467  -1.098  0.281
H  -3.207  -0.860  -0.523
H  -2.100  -0.463  -1.817
H  -2.460  0.788  -0.598

Output
Energy above the lowest of the compared OMol25 structures with the same formula, charge and spin ... 97.01 kJ/mol
Structure (SMILES) ... CCOC(C)=O
Orbital gap ... 11.18 eV
Total charge ... 0

Formally, the Löwdin partial charges of the atoms, in units of the elementary charge, are as follows:
1. C -0.072
2. C -0.227
3. O -0.022
4. C -0.520
5. C 0.013
6. O 0.088
7. H 0.078
8. H 0.078
9. H 0.082
10. H 0.126
11. H 0.120
12. H 0.087
13. H 0.097
14. H 0.071

C4H8O2 | ωB97M-V with the def2-TZVPD basis set

CARTESIAN COORDINATES (ANGSTROEM)
O  1.127  1.877  -0.833
C  0.686  0.555  -1.018
C  -0.622  0.249  -0.325
C  -0.844  -1.204  -0.042
C  -0.588  -0.219  1.092
O  0.595  -0.089  1.857
H  1.166  2.029  0.120
H  1.464  -0.181  -0.736
H  0.530  0.415  -2.093
H  -1.450  0.860  -0.666
H  -0.094  -1.965  -0.180
H  -1.879  -1.542  -0.161
H  -1.446  -0.451  1.679
H  1.353  -0.333  1.306

Output
Energy above the lowest of the compared OMol25 structures with the same formula, charge and spin ... 249.15 kJ/mol
Structure (SMILES) ... OC[C@H]1C[C@H]1O
Orbital gap ... 10.37 eV
Total charge ... 0

Formally, the Löwdin partial charges of the atoms, in units of the elementary charge, are as follows:
1. O -0.046
2. C -0.252
3. C -0.229
4. C -0.073
5. C -0.303
6. O -0.011
7. H 0.090
8. H 0.120
9. H 0.130
10. H 0.143
11. H 0.107
12. H 0.110
13. H 0.132
14. H 0.083

C4H8O2 | ωB97M-V with the def2-TZVPD basis set

CARTESIAN COORDINATES (ANGSTROEM)
O  -1.473  0.011  2.170
C  -1.445  -0.537  -0.827
C  -0.226  -0.055  -0.622
C  1.207  -0.526  -0.650
C  1.481  0.848  -0.018
O  0.086  1.213  -0.177
H  -1.469  0.834  1.666
H  -1.602  -1.568  -1.120
H  -2.311  0.102  -0.684
H  -1.194  -0.627  1.502
H  1.453  -1.405  -0.049
H  1.604  -0.645  -1.661
H  2.136  1.527  -0.570
H  1.754  0.827  1.041

Output
Energy above the lowest of the compared OMol25 structures with the same formula, charge and spin ... 215.29 kJ/mol
Orbital gap ... 10.04 eV
Total charge ... 0

Formally, the Löwdin partial charges of the atoms, in units of the elementary charge, are as follows:
1. O -0.068
2. C 0.051
3. C -0.400
4. C -0.061
5. C -0.129
6. O -0.040
7. H 0.025
8. H 0.070
9. H 0.077
10. H 0.002
11. H 0.117
12. H 0.117
13. H 0.118
14. H 0.121

C4H8O2 | ωB97M-V with the def2-TZVPD basis set

CARTESIAN COORDINATES (ANGSTROEM)
C  1.483  1.040  -0.486
C  -0.806  0.331  -0.845
C  -0.364  -0.832  -0.095
O  1.014  -0.511  0.431
C  -1.218  -1.016  1.121
O  -0.975  -0.448  2.169
H  1.608  0.820  -1.539
H  2.422  0.972  0.068
H  0.958  1.969  -0.299
H  -1.122  0.177  -1.875
H  -1.411  1.059  -0.304
H  -0.269  -1.745  -0.687
H  0.815  -0.198  1.343
H  -2.136  -1.618  0.997

Output
Energy above the lowest of the compared OMol25 structures with the same formula, charge and spin ... 558.14 kJ/mol
Orbital gap (alpha / beta) ... 7.74 / 7.74 eV
Total charge ... 0

Formally, the Löwdin partial charges of the atoms, in units of the elementary charge, are as follows:
1. C 0.103
2. C -0.067
3. C -0.394
4. O -0.082
5. C -0.221
6. O 0.029
7. H 0.055
8. H 0.056
9. H 0.048
10. H 0.043
11. H 0.053
12. H 0.139
13. H 0.105
14. H 0.131

C4H8O2 | ωB97M-V with the def2-TZVPD basis set

CARTESIAN COORDINATES (ANGSTROEM)
O  0.873  -0.979  -1.493
C  0.504  0.216  -0.831
C  -0.992  0.272  -0.488
C  -0.990  -0.214  0.959
O  0.140  0.415  1.531
C  1.172  0.390  0.556
H  0.590  -1.724  -0.946
H  0.806  1.017  -1.509
H  -1.571  -0.342  -1.183
H  -1.366  1.300  -0.529
H  -0.890  -1.315  1.007
H  -1.866  0.081  1.542
H  1.729  1.329  0.634
H  1.861  -0.445  0.749

Output
Energy above the lowest of the compared OMol25 structures with the same formula, charge and spin ... 119.22 kJ/mol
Structure (SMILES) ... O[C@H]1CCOC1
Orbital gap ... 10.89 eV
Total charge ... 0

Formally, the Löwdin partial charges of the atoms, in units of the elementary charge, are as follows:
1. O -0.032
2. C -0.356
3. C -0.106
4. C -0.208
5. O -0.132
6. C -0.140
7. H 0.091
8. H 0.144
9. H 0.121
10. H 0.121
11. H 0.122
12. H 0.123
13. H 0.124
14. H 0.127

C4H8O2 | ωB97M-V with the def2-TZVPD basis set

CARTESIAN COORDINATES (ANGSTROEM)
O  1.125  -1.007  -1.223
C  0.504  0.359  -0.776
C  -0.991  0.300  -0.485
C  -1.002  -0.190  0.972
O  0.095  0.464  1.574
C  1.134  0.459  0.600
H  0.579  -1.795  -1.039
H  0.851  1.023  -1.566
H  -1.494  -0.364  -1.190
H  -1.458  1.293  -0.547
H  -0.859  -1.283  1.004
H  -1.914  0.058  1.526
H  1.852  1.253  0.846
H  1.577  -0.571  0.302

Output
Energy above the lowest of the compared OMol25 structures with the same formula, charge and spin ... 244.03 kJ/mol
Structure (SMILES) ... O[C@H]1CCOC1
Orbital gap ... 10.31 eV
Total charge ... 0

Formally, the Löwdin partial charges of the atoms, in units of the elementary charge, are as follows:
1. O -0.125
2. C -0.248
3. C -0.111
4. C -0.208
5. O -0.123
6. C -0.162
7. H 0.085
8. H 0.141
9. H 0.117
10. H 0.125
11. H 0.120
12. H 0.125
13. H 0.132
14. H 0.132

C4H8O2 | ωB97M-V with the def2-TZVPD basis set

CARTESIAN COORDINATES (ANGSTROEM)
C  0.306  0.439  1.617
C  0.742  0.405  0.366
C  0.523  1.381  -0.734
O  1.587  -0.700  -0.101
H  -0.652  0.869  1.845
H  0.754  -0.177  2.382
H  1.352  2.087  -0.778
H  0.482  0.889  -1.704
H  -0.428  1.882  -0.573
H  1.848  -1.229  0.663
C  -1.573  -1.444  -0.663
O  -2.029  -0.316  -0.614
H  -2.265  -2.297  -0.556
H  -0.648  -1.789  -1.152

Output
Energy above the lowest of the compared OMol25 structures with the same formula, charge and spin ... 270.36 kJ/mol
Structure (SMILES) ... C=C(C)O.C=O
Orbital gap ... 9.53 eV
Total charge ... 0

Formally, the Löwdin partial charges of the atoms, in units of the elementary charge, are as follows:
1. C 0.026
2. C -0.422
3. C -0.050
4. O -0.039
5. H 0.064
6. H 0.056
7. H 0.088
8. H 0.081
9. H 0.082
10. H 0.083
11. C -0.116
12. O -0.013
13. H 0.077
14. H 0.082

C4H8O2 | ωB97M-V with the def2-TZVPD basis set

CARTESIAN COORDINATES (ANGSTROEM)
C  1.211  0.956  -1.452
C  -0.120  0.264  -1.200
O  -0.526  0.590  0.141
C  -1.139  -0.438  0.781
C  -0.421  -0.784  2.063
O  -2.051  -1.064  0.307
H  1.115  2.045  -1.552
H  1.900  0.757  -0.619
H  1.651  0.560  -2.375
H  -0.890  0.551  -1.926
H  0.000  -0.825  -1.255
H  0.639  -0.536  1.936
H  -0.564  -1.856  2.231
H  -0.804  -0.219  2.919

Output
Energy above the lowest of the compared OMol25 structures with the same formula, charge and spin ... 68.58 kJ/mol
Structure (SMILES) ... CCOC(C)=O
Orbital gap ... 11.37 eV
Total charge ... 0

Formally, the Löwdin partial charges of the atoms, in units of the elementary charge, are as follows:
1. C -0.071
2. C -0.227
3. O -0.049
4. C -0.540
5. C 0.021
6. O 0.116
7. H 0.078
8. H 0.079
9. H 0.078
10. H 0.124
11. H 0.124
12. H 0.086
13. H 0.090
14. H 0.091